Record 1
# C22H35Ge2S4SbZr

A structure of composition C22H35Ge2S4SbZr in a non-equilibrium geometry (wB97M-V/def2-TZVPD, the Open Molecules 2025 dataset).

Each line ends with the Löwdin charge.
Geometry (Å):
H -0.5720 -1.2298 1.8245  0.03
H -2.8416 -0.1376 1.2949  0.05
H -3.7978 6.0125 -0.5628  0.10
H -2.3079 -0.0263 -3.1468  0.07
S 4.1240 -2.0673 -2.5471  -0.12
C -2.1388 0.2434 2.0399  -0.17
C 3.8201 1.3500 -1.2996  -0.40
Sb 5.1008 -3.4904 -0.5450  0.48
H 2.3912 -0.1245 3.1845  0.06
C 0.4797 -2.6284 0.0179  -0.29
H -3.0501 -2.3287 0.4285  0.07
H -0.6724 -5.9170 0.7456  0.09
C -2.2822 3.0247 -0.0721  -0.07
C -3.0046 5.2831 -0.4646  -0.09
C -0.9478 3.3906 -0.2155  -0.23
H -1.0698 -4.9895 2.1942  0.09
H -2.4861 -2.8819 2.0118  0.08
H -2.7748 0.0900 -1.4566  0.06
C -1.9974 0.3623 -2.1747  -0.16
H -2.4934 -3.6732 -1.6614  0.08
H -1.9744 1.4489 -2.2481  0.06
H 4.3072 2.2837 -0.9878  0.07
H -2.2636 1.3254 2.1009  0.06
S 3.0030 -4.3583 -0.0782  -0.13
S 2.1391 -2.5696 -2.8528  0.02
H -3.7432 -3.7878 1.1545  0.09
C -0.6372 -0.2197 -1.7905  -0.36
Ge 2.5995 1.1221 0.2437  0.78
H 1.7934 3.6889 0.2329  0.07
H 3.8550 1.7095 -3.4317  0.07
C -3.3020 3.9593 -0.1891  -0.07
H 3.1540 1.1505 4.1309  0.07
H 2.4248 2.3607 -2.6277  0.07
C -0.6994 -0.1546 1.7300  -0.34
C -2.2605 -4.5329 -1.0309  -0.05
H -2.3378 -5.9036 1.3566  0.08
C -0.5296 -3.2915 0.1659  -0.14
C -1.7573 -4.0765 0.3449  -0.62
C 3.5006 1.3113 1.9949  -0.41
H 1.7035 1.5016 3.1994  0.06
H -0.0225 0.3103 2.4496  0.04
H -0.6643 -1.3060 -1.8195  0.02
H 4.4410 0.7647 1.9986  0.00
H 4.5934 0.5869 -1.3250  0.01
C -1.6767 5.6622 -0.6268  -0.08
C -1.4382 -5.3005 1.2163  -0.05
C -0.6637 4.7281 -0.5061  -0.04
H 3.7492 2.3782 2.0299  0.07
H -1.4285 6.6908 -0.8552  0.10
C 3.1268 1.5250 -2.6400  -0.18
H -3.1652 -5.1332 -0.9151  0.09
H -1.5049 -5.1332 -1.5377  0.09
H -4.3301 3.6420 -0.0679  0.11
H -2.4407 -0.1711 3.0040  0.07
C -2.8238 -3.2126 1.0282  -0.05
H 0.1208 0.1005 -2.5108  0.04
C 0.1209 2.3862 -0.0644  -0.33
S 4.6127 -1.5617 0.8173  -0.14
Zr 2.4963 -1.8707 -0.5356  0.42
H 2.5691 0.6279 -2.9219  0.03
H -2.5490 1.9952 0.1312  0.07
C 1.4122 2.6715 0.1269  -0.25
C 2.6401 0.9391 3.1918  -0.18
Ge 0.0099 0.4061 -0.0262  0.94
H 0.3608 5.0449 -0.6552  0.10

Forces on atoms 1 to 3 (eV/Å):
0.04 0.02 -0.09
0.01 0.03 0.01
0.00 0.01 0.00

## Properties
- spin multiplicity = 1
- F_max (eV Å⁻¹) = 1.1
- DFT total energy (eV) = -187573.999

---

Record 2
# C22H35IO13P2

A cluster of 3 separate species, C22H35IO13P2 in total in a non-equilibrium geometry (wB97M-V/def2-TZVPD, the Open Molecules 2025 dataset).

Each line ends with the Löwdin charge.
Geometry (Å):
O -4.3696 2.1165 0.5030  -0.15
C 3.7739 -4.3998 -2.2929  -0.18
H 7.9940 -5.5128 -3.1516  0.09
H -7.6577 4.2401 1.8988  0.09
O 3.9440 -3.6379 -1.0954  -0.16
C -5.0187 1.7654 -1.8446  -0.20
H 4.7180 -1.0495 -5.2026  0.09
C 4.7907 -5.5282 -2.4224  -0.20
H -6.3212 2.3646 -0.2001  0.12
H 5.9718 -3.2235 -1.3797  0.12
O -6.1957 4.6298 0.4894  -0.21
C 1.5507 1.8326 2.2783  -0.14
H 4.4219 -6.2721 -3.1384  0.12
H 2.9007 -0.1538 0.9277  0.07
C -5.0778 4.3277 1.3187  -0.20
C 7.0832 -5.9534 -2.7434  -0.11
C -7.3179 5.0484 1.2423  -0.11
H 2.5642 2.8074 4.0265  0.14
H -5.4029 3.7697 2.2042  0.13
H 4.9407 -6.0040 -1.4452  0.13
H -5.7260 1.1664 -2.4298  0.13
H -1.4982 -3.0901 6.2387  0.12
O 3.5061 0.5325 0.5668  -0.18
C 0.2359 1.0841 1.7061  -0.30
O 2.2073 2.7789 -0.3479  -0.18
H -2.2117 -3.1632 3.0340  0.11
O 4.1226 2.9065 1.5723  -0.33
H 3.3709 -0.8002 -4.0767  0.09
H -8.1237 5.2899 0.5480  0.09
H 3.7440 -1.1590 -1.8121  0.12
I -0.1057 -4.0108 0.1209  0.35
H -4.8197 2.5460 -4.3428  0.09
H 4.8555 0.2025 -3.9469  0.09
C -1.7192 -2.1903 3.3711  0.03
P -1.0206 -1.7309 0.4176  0.49
H -4.6279 5.2778 1.6308  0.13
O -2.2378 -2.5879 5.8200  -0.05
C -4.3622 3.1980 -3.5926  -0.11
C -1.6485 -1.7085 4.8370  -0.21
C -0.4325 0.0521 2.7473  -0.06
H 2.7804 -4.8506 -2.2090  0.11
C 5.0432 -2.7236 -1.0980  -0.17
C -4.0511 3.5094 0.5461  -0.17
H -3.3043 2.9455 -3.4660  0.09
C 0.3746 1.9093 4.5950  -0.26
O -2.6626 -1.6441 -0.0775  -0.41
H -7.0780 5.9387 1.8317  0.09
O -0.2281 1.3256 0.5710  0.03
H -3.0996 3.5689 1.0816  0.12
O -0.0218 2.6669 5.5092  0.07
H 3.7613 -3.7569 -3.1736  0.12
H 2.8882 3.0431 -1.0084  0.09
C 4.7816 -1.4854 -1.9463  -0.20
C 1.6328 2.2511 3.6413  0.07
H -3.8821 3.9068 -0.4564  0.12
C -1.0714 -1.2759 2.2843  -0.32
H -5.6931 0.7254 -0.1101  0.12
H 7.2435 -6.1548 -1.6790  0.09
H -4.0108 1.3432 -1.9456  0.13
H -0.9515 -0.0554 6.4088  0.13
C -5.4351 1.7546 -0.3780  -0.17
O -5.0441 3.0933 -2.3574  -0.20
O 5.0363 -1.7639 -3.3200  -0.20
H 6.8694 -6.8847 -3.2766  0.09
H -2.9181 -0.7037 0.1227  0.05
C -1.0131 -0.3882 5.3196  0.08
H -4.4311 4.2323 -3.9330  0.09
P 2.9477 2.0952 1.0266  0.66
H 5.4598 -0.6811 -1.6379  0.13
C 4.4619 -0.7933 -4.1737  -0.11
H 5.1516 -2.4033 -0.0579  0.12
C -0.3660 0.5206 4.2473  -0.02
O 6.0288 -5.0263 -2.9152  -0.20

Forces on atoms 1 to 3 (eV/Å):
-0.15 0.11 -0.17
0.03 -0.22 0.41
-0.14 0.02 -0.02

## Properties
- spin multiplicity = 1
- F_max (eV Å⁻¹) = 4.5
- structure (SMILES) = O=C1C=C(P(=O)(O)O)C(=O)c2c1cc(O)cc2P(O)I.COCCOCCOC.COCCOCCOC
- DFT total energy (eV) = -76670.643

---

Record 3
# C22H35IrO3

A structure of composition C22H35IrO3 in a non-equilibrium geometry (wB97M-V/def2-TZVPD, the Open Molecules 2025 dataset).

Each line ends with the Löwdin charge.
Geometry (Å):
C -0.6614 1.9209 1.6742  -0.17
C 2.5670 -1.7357 4.8302  -0.01
H -1.5488 3.7109 -1.0197  0.09
H -0.9679 3.6706 -4.2011  0.10
H 2.6796 -3.6630 1.9515  0.09
H -4.1049 0.3294 1.2758  0.13
H 3.9729 -0.7702 -1.6513  0.12
H 0.2497 2.4624 -3.7641  0.08
C -1.5163 3.1089 -0.1228  -0.16
O -1.0548 1.2115 -1.9996  -0.31
H 0.6702 2.4593 -0.0948  0.13
O 0.7487 -0.4622 -1.2156  -0.23
H -1.8523 -0.8727 2.2213  0.12
C -0.3104 2.4562 0.3664  -0.21
H 0.0996 -0.4629 -3.1816  0.11
C -2.1289 -0.9679 -1.1406  -0.18
C 0.9759 -0.1388 -2.5975  -0.19
H -0.5448 -1.9498 0.1123  0.12
H -3.2148 0.6961 -3.5944  0.07
H 2.1068 -1.5278 -3.7958  0.12
C -0.6262 3.0075 -3.4065  -0.03
H 0.6065 -0.8284 1.3991  0.05
C -3.3212 -0.2404 -0.7489  -0.15
H 1.0349 0.9541 -2.6215  0.10
C -3.3442 -0.1594 0.6725  -0.16
C -2.5441 2.9856 0.8565  -0.09
H 0.8524 0.0743 2.9359  0.10
H -0.0175 -1.8416 4.1161  0.11
C 2.8238 -3.4911 3.0271  -0.01
C -2.3334 1.1982 -4.0037  -0.03
H -2.5055 2.6543 -2.4628  0.13
H -1.6398 0.4216 -4.3410  0.09
C 2.1295 -2.2166 3.4527  -0.56
H 2.5419 -2.5410 5.5800  0.10
H 1.9097 -0.9195 5.1612  0.09
H -1.8100 -1.1847 -2.1425  0.11
C 2.0388 -0.8577 -0.6834  -0.17
H -4.0479 0.1907 -1.4450  0.12
H 3.8963 -3.3475 3.2150  0.09
C 2.9920 -1.2330 -1.8185  -0.14
H 2.4272 0.0376 -0.1684  0.13
C -1.4468 -1.3492 0.0586  -0.17
H 3.5872 -1.3419 4.7326  0.10
H 0.0790 1.5380 2.3650  0.09
C 0.5806 -2.0881 3.2460  -0.05
H -2.6265 1.8024 -4.8709  0.10
C -1.7033 2.0655 -2.9405  -0.49
H 3.1302 -2.3193 -1.8535  0.12
H 1.9341 -1.6863 0.0432  0.11
H -3.5476 3.3945 0.7544  0.13
C -2.0235 2.2561 1.9466  -0.12
H -0.3007 3.5970 -2.5482  0.07
H 0.1296 -2.9062 2.6764  0.11
H 2.4960 -4.3887 3.5738  0.10
C 2.2971 -0.7192 -3.0810  -0.13
H 2.9172 0.0526 -3.5512  0.12
O 2.4280 -1.1766 2.4630  -0.09
C 1.0123 -0.8712 2.4142  -0.20
H -2.5610 1.9850 2.8522  0.13
Ir -1.4552 0.8084 -0.0913  1.56
C -2.1550 -0.7912 1.1836  -0.19

Forces on atoms 1 to 3 (eV/Å):
0.15 1.62 0.34
0.05 0.12 -0.11
-0.17 -0.17 0.21

## Properties
- spin multiplicity = 6
- F_max (eV Å⁻¹) = 4.2
- charge = +1
- DFT total energy (eV) = -32346.986